Entry 1:
This record from the OMol25 dataset describes C22H37ClGaO3SSi as an isolated structure. The level of theory is the ωB97M-V functional and the def2-TZVPD basis.

XYZ file:
```
66
Properties=species:S:1:pos:R:3:forces:R:3
C 0.7928 0.9176 -2.3897 0.711 -0.080 1.707
C -0.6443 0.9512 -2.0514 -0.452 -0.679 -0.457
C -1.1207 -0.3571 -2.0180 0.157 1.349 0.039
H -1.2265 1.8595 -1.8703 0.286 -0.462 -0.124
C -0.0272 -1.2567 -2.2236 1.488 0.584 -0.611
C 1.1349 -0.5135 -2.4511 -1.115 -0.789 -0.655
H 2.1342 -0.8807 -2.6819 -0.318 -0.053 0.065
H 1.3099 1.6684 -3.0045 -0.387 -0.302 0.180
H -2.1614 -0.6596 -1.8752 0.577 0.215 0.266
H -0.1103 -2.3407 -2.2434 0.122 0.271 0.207
Ga 1.6545 1.1305 -0.4024 -2.046 -1.136 -0.450
Cl 0.6284 2.7314 0.5728 0.400 0.551 0.009
C -0.9344 -0.2348 2.4033 -0.505 -0.109 -0.586
C -1.2292 -1.5440 1.9217 -0.497 0.651 -0.116
C -2.3698 -1.4504 1.0655 0.466 0.537 0.308
H -0.6821 -2.4507 2.1762 -0.134 0.111 -0.051
C -2.7611 -0.0819 0.9969 0.666 -0.195 0.493
C -1.8663 0.6725 1.8145 -0.117 -0.855 0.011
H -1.8987 1.7469 1.9869 -0.014 -0.210 -0.069
H -0.1375 0.0289 3.1008 -0.144 -0.029 -0.213
H -2.8416 -2.2735 0.5331 0.074 0.083 0.084
H -3.5770 0.3221 0.3993 0.118 -0.067 0.128
C 4.1446 -3.0920 3.2574 -0.128 -0.197 -0.031
C 4.0213 -1.7225 3.9131 0.203 0.366 -0.279
C 2.6188 -1.4326 4.4290 -0.157 -0.180 0.048
C 4.9855 -1.6868 5.0910 0.240 0.062 0.277
O 4.4445 -0.7216 2.9533 -0.187 -0.191 -0.338
Si 3.7775 0.1326 1.6990 0.252 -0.146 0.821
S 2.2363 -0.8030 0.6281 0.202 0.498 -0.030
O 3.0881 1.5139 2.2994 0.926 0.027 -0.166
C 3.8014 2.5968 2.9768 -0.749 -0.335 -0.209
C 2.7095 3.5998 3.3340 -0.107 0.214 0.089
C 4.4372 2.0463 4.2528 0.343 0.186 0.178
C 4.8067 3.2112 2.0051 0.399 0.248 0.195
O 5.0999 0.4951 0.7734 -0.030 -0.045 -0.429
C 5.4457 0.4717 -0.6361 -0.046 -0.181 0.883
C 4.6220 1.4844 -1.4241 -0.273 -0.076 -0.251
C 6.9056 0.8994 -0.7222 0.274 0.053 -0.093
C 5.2825 -0.9449 -1.1759 0.020 -0.093 -0.292
H 3.9063 -3.8674 3.9964 -0.036 0.071 -0.179
H 5.1789 -3.2582 2.9223 -0.303 0.118 -0.005
H 3.4572 -3.1932 2.4101 0.133 0.029 0.095
H 2.3832 -2.1528 5.2259 -0.037 0.138 -0.213
H 2.5726 -0.4266 4.8738 -0.060 -0.290 -0.308
H 1.8692 -1.5432 3.6363 0.052 0.207 0.162
H 6.0176 -1.8921 4.7815 -0.183 0.146 -0.029
H 4.9472 -0.7326 5.6304 0.027 -0.109 -0.211
H 4.6880 -2.4738 5.7949 0.083 0.130 -0.072
H 1.9415 3.1256 3.9583 0.171 0.026 -0.188
H 3.1368 4.4363 3.8978 0.008 -0.054 -0.052
H 2.2186 3.9946 2.4363 0.160 -0.170 0.196
H 5.2418 1.3316 4.0278 -0.344 0.130 0.093
H 4.8780 2.8657 4.8414 -0.137 -0.109 -0.180
H 3.6662 1.5654 4.8788 0.338 0.103 -0.326
H 5.6050 2.4985 1.7540 -0.343 0.252 0.011
H 4.2915 3.5418 1.0879 0.156 -0.179 0.315
H 5.2853 4.0929 2.4580 -0.199 -0.145 -0.043
H 4.6094 2.4588 -0.9155 -0.119 -0.301 -0.119
H 5.0762 1.6201 -2.4172 -0.204 0.010 0.218
H 3.5955 1.1033 -1.6174 0.487 0.254 0.081
H 7.5686 0.1967 -0.2019 -0.235 0.158 -0.017
H 7.1948 0.9234 -1.7803 0.064 -0.006 0.178
H 7.0505 1.9065 -0.3085 -0.072 -0.244 -0.027
H 5.9639 -1.6295 -0.6510 -0.226 0.181 -0.084
H 4.2498 -1.3004 -1.0649 0.328 0.116 0.000
H 5.5415 -0.9530 -2.2439 -0.024 -0.058 0.163
```
Forces are in eV/Å.

As for the HOMO-LUMO gap: 0.1642 Eh. As for the HOMO energy: -2.436 eV. The LUMO energy comes out at 0.07470 hartree. As for the total charge: -1.

***

Entry 2:
This record from the OMol25 dataset describes C22H37ClP2Ti as an isolated structure. The level of theory is the ωB97M-V functional and the def2-TZVPD basis.

XYZ file:
```
63
Properties=species:S:1:pos:R:3:forces:R:3
P -1.4230 -0.3396 -3.9089 -0.404 0.138 -0.753
P 1.3927 -1.1089 -3.6321 0.474 -0.313 -0.574
C -0.5378 -0.5220 -5.5588 -0.179 0.215 0.328
C 0.7209 -1.3680 -5.3692 0.126 -0.109 0.386
H -0.2930 0.4837 -5.9307 0.000 -0.215 0.137
H -1.2250 -0.9854 -6.2783 0.087 0.198 0.037
H 0.5079 -2.4394 -5.4981 -0.015 0.249 0.077
H 1.4987 -1.0933 -6.0932 -0.094 -0.184 0.076
C 2.3822 0.4084 -4.0476 0.004 -0.163 0.249
H 3.1226 0.5715 -3.2522 -0.166 0.090 -0.233
H 1.7387 1.2961 -4.1241 0.158 -0.249 0.052
H 2.8951 0.2408 -5.0051 -0.024 0.167 0.253
C 2.7273 -2.3696 -3.7035 0.247 0.128 -0.113
H 3.3401 -2.2174 -4.6007 0.059 -0.190 0.173
H 2.2891 -3.3753 -3.7235 0.094 0.226 0.025
H 3.3486 -2.2748 -2.8059 -0.016 -0.102 -0.191
C -2.7342 0.8192 -4.4693 -0.220 -0.152 -0.113
H -3.4714 0.9291 -3.6661 0.042 0.054 -0.206
H -3.2198 0.4283 -5.3721 -0.083 0.226 0.114
H -2.2970 1.8026 -4.6825 -0.098 -0.212 0.064
C -2.3623 -1.9387 -4.0399 -0.031 0.223 0.220
H -1.7196 -2.7998 -3.8098 -0.162 0.248 -0.036
H -2.7540 -2.0324 -5.0628 0.000 -0.094 0.293
H -3.1955 -1.9140 -3.3238 0.195 -0.142 -0.185
Ti -0.1871 0.3456 2.4718 -0.411 0.124 2.233
C 1.0012 -0.9344 1.3045 1.110 -0.030 -0.622
C 1.4937 0.3445 0.9807 0.901 -1.062 -0.482
C 1.0567 1.1654 -0.2011 0.129 0.492 -0.814
C -0.2978 1.9291 -0.0903 0.305 0.430 -0.404
C -1.2775 1.3850 0.9136 -0.803 -0.347 -0.554
C -1.7514 0.0601 0.8926 -0.711 1.095 -0.487
C -1.2310 -1.0316 -0.0007 -0.136 -0.720 -0.583
C 0.0753 -1.7485 0.4467 -0.297 -0.604 -0.323
C -1.6477 -0.3567 3.8156 -0.533 -0.193 0.401
H 1.5261 -1.4976 2.0874 0.040 0.245 -0.583
H 2.4528 0.6466 1.4170 -0.557 -0.116 0.092
H 1.0402 0.5567 -1.1264 -0.046 0.030 0.411
H 1.8202 1.9418 -0.3752 -0.139 -0.366 0.022
H -0.1119 2.9896 0.1485 0.071 -0.416 0.088
H -0.7369 1.9529 -1.1069 -0.050 -0.116 0.367
H -1.8760 2.1389 1.4442 0.064 -0.367 -0.170
H -2.7274 -0.1347 1.3499 0.547 0.121 0.033
H -1.0750 -0.6855 -1.0359 -0.087 0.192 0.312
H -2.0194 -1.8039 -0.0635 0.310 0.307 -0.053
H -0.1581 -2.6861 0.9821 -0.061 0.468 -0.074
H 0.5906 -2.0746 -0.4737 -0.003 0.128 0.209
H -1.2256 -0.9567 4.6360 -0.268 0.112 -0.124
H -2.4278 -0.9290 3.2826 0.236 0.048 0.488
H -2.1383 0.5345 4.2701 0.176 -0.370 -0.187
Cl 1.6283 -1.0310 4.5295 0.353 0.230 0.432
C 1.1504 0.2812 5.5978 -0.505 0.343 0.411
C 0.9424 0.0168 6.9496 -0.207 0.412 0.249
C 0.3096 1.0001 7.7340 0.356 -0.432 -0.328
C -0.1138 2.1886 7.1363 -0.164 0.211 0.492
C 0.1296 2.4586 5.8023 0.298 -0.613 -0.210
C 0.8031 1.5075 5.0019 -0.187 0.342 -0.326
C 1.0234 1.7400 3.5548 0.046 0.285 -0.090
H 1.2458 -0.9399 7.3869 -0.165 0.371 -0.242
H 0.1378 0.8262 8.8000 0.059 0.024 -0.433
H -0.6372 2.9265 7.7504 0.151 -0.218 -0.210
H -0.2186 3.3802 5.3259 0.207 -0.284 0.272
H 0.6350 2.7028 3.1895 0.336 0.055 0.375
H 2.0649 1.5900 3.2296 -0.356 0.150 0.337
```
Forces are in eV/Å.

As for the HOMO-LUMO gap (alpha / beta): 0.2652 / 0.2728 Eh. As for the expectation value of S²: 2.0111. As for the HOMO energy (alpha / beta): -6.702 / -7.533 eV. As for the spin multiplicity: 3. The LUMO energy (alpha / beta) comes out at 0.01887 / -0.00401 hartree. As for the total charge: 0.

***

Entry 3:
This record from the OMol25 dataset describes C22H37FeO3Si as an isolated structure. The level of theory is the ωB97M-V functional and the def2-TZVPD basis.

XYZ file:
```
64
Properties=species:S:1:pos:R:3:forces:R:3
O 0.5547 3.3282 -2.1126 0.474 -1.188 -1.059
C -0.0452 2.2510 -2.9083 0.026 0.070 -0.104
C 1.3524 1.8084 -3.5258 -1.172 0.686 0.316
H -0.8175 2.6749 -3.6037 0.620 -0.553 0.582
H -0.4794 1.4838 -2.2308 0.066 0.427 -0.607
C 1.8773 2.9283 -2.6053 0.464 0.329 -0.106
H 1.5495 2.1085 -4.5672 -0.433 -0.412 0.277
H 1.6313 0.7451 -3.3806 -0.050 0.771 0.210
C 2.5146 4.0685 -3.3980 -0.038 -0.069 0.354
H 1.9758 4.2287 -4.3394 0.263 -0.049 0.109
H 3.5802 3.8257 -3.5663 -0.474 0.267 -0.178
H 2.4281 4.9933 -2.8176 0.200 -0.124 -0.023
C 2.7767 2.4632 -1.4944 0.045 0.247 0.144
H 2.2347 1.7503 -0.8598 0.328 0.183 -0.009
H 3.1125 3.3406 -0.9225 -0.101 -0.402 0.140
H 3.6533 1.9892 -1.9492 -0.064 -0.050 0.229
Fe -0.2901 -1.2943 0.4732 -0.209 0.100 0.588
C 1.3134 -2.4497 1.9066 -0.294 -1.708 -0.649
C 0.2186 -3.3450 1.7391 1.144 0.733 -0.730
C 0.0014 -3.5122 0.3232 0.302 0.099 0.763
H -0.2763 -3.8520 2.5522 -0.335 0.197 -0.117
C 1.0334 -2.7800 -0.3735 0.072 -0.152 -0.280
C 1.8116 -2.0919 0.6177 0.149 -0.908 0.243
H 2.7325 -1.5317 0.4759 -0.410 0.056 -0.239
H 1.7456 -2.2012 2.8666 -0.181 0.255 -0.220
H -0.7216 -4.2166 -0.0761 0.184 0.302 -0.215
H 1.2539 -2.8491 -1.4531 -0.268 0.208 0.821
C -0.6051 0.1321 3.3449 0.340 -0.260 -0.553
C 0.3553 0.0457 2.1657 0.340 0.316 1.256
C -0.1884 0.8389 1.1181 -0.061 0.131 0.110
H 1.4203 -0.0469 2.3848 -0.338 0.232 -0.284
C -1.5102 1.2608 1.5279 -0.288 -0.308 -0.959
C -1.8705 0.6080 2.6638 0.308 -0.014 1.043
H -2.8424 0.4707 3.1212 0.037 0.561 0.018
H -0.2154 0.9634 3.9804 -0.293 -0.282 0.169
H 0.3404 1.1112 0.2202 0.194 0.715 -0.029
H -2.0819 2.0192 1.0101 -0.298 -0.468 -0.374
O -1.5127 -0.3830 -4.1739 -0.697 0.241 -2.392
C -0.7674 0.1386 -5.3192 0.971 0.502 0.436
C -1.6544 0.3061 -6.5793 -0.117 0.446 0.794
H 0.1479 -0.4665 -5.4949 -0.667 0.004 0.127
H -0.4034 1.1430 -5.0320 -0.192 -0.654 -0.149
C -3.0255 -0.2590 -6.1594 0.653 -0.698 0.240
H -1.2400 -0.1638 -7.4878 -0.187 0.223 0.513
H -1.7565 1.3903 -6.7272 0.107 -0.357 -0.362
C -2.8642 -0.6325 -4.6603 -0.557 -0.225 0.845
H -3.1572 -1.2112 -6.6941 -0.439 0.483 -0.012
H -3.8517 0.4405 -6.3547 0.283 -0.418 0.089
H -3.0990 -1.7063 -4.5485 0.284 0.333 0.117
H -3.5720 -0.1024 -3.9881 0.420 -0.067 -0.454
C 0.9988 -0.1058 6.3319 0.078 -0.112 0.067
Si -0.2897 -1.3558 5.7330 -0.177 0.816 -0.791
C 0.3661 -3.1050 5.8994 -0.185 0.029 0.131
C -1.8554 -1.1006 6.7307 0.064 -0.122 0.074
O -0.7277 -1.0544 4.1311 0.328 -0.255 0.517
H 1.0287 -0.1261 7.4334 -0.007 -0.006 -0.263
H 0.7673 0.9281 6.0337 0.018 -0.333 0.060
H 2.0123 -0.3460 5.9795 -0.233 0.078 0.015
H 0.7250 -3.2285 6.9368 -0.095 -0.039 -0.358
H -0.4515 -3.8247 5.7384 0.294 0.121 0.014
H 1.1931 -3.3386 5.2153 -0.219 0.089 0.150
H -2.0559 -0.0188 6.7694 -0.064 -0.304 0.019
H -2.6905 -1.5996 6.2200 0.123 0.153 0.175
H -1.7880 -1.4849 7.7592 -0.035 0.134 -0.242
```
Forces are in eV/Å.

As for the HOMO-LUMO gap (alpha / beta): 0.1913 / 0.2656 Eh. As for the expectation value of S²: 8.7809. As for the HOMO energy (alpha / beta): -4.817 / -7.647 eV. As for the spin multiplicity: 6. The LUMO energy (alpha / beta) comes out at 0.01427 / -0.01546 hartree. As for the total charge: 0.

***

Energy above the lowest of the compared OMol25 structures with the same formula, charge and spin list, top to bottom, in kcal per mole: 14.2; 2.3; 25.8
Total energy list, top to bottom, in hartree: -4159.06936; -2852.67028; -2639.20160